{
  "formula": "CH3Br2PS",
  "method": "ωB97M-V/def2-TZVPD",
  "e_above_lowest_kcal_mol": 112.05,
  "multiplicity": 1,
  "largest_force_ev_per_a": 0.49,
  "e_lumo_ev": [-2.2, -0.5],
  "homo_energy_ev": [-8.3, -9.2],
  "orbital_gap_ev": [6.10, 8.76],
  "charge": 0,
  "elements": ["C", "P", "S", "Br", "Br", "H", "H", "H"],
  "coordinates": [[1.064, -0.558, 3.948], [-0.065, 0.656, -1.298], [-1.718, 0.600, -0.168], [0.578, 0.216, 2.342], [1.051, 0.426, 5.515], [0.876, -1.616, 4.044], [-0.406, -0.237, -2.316], [-0.291, 1.802, -2.064]]
}

=====

{
  "formula": "CH3BrCl2OSi",
  "method": "ωB97M-V/def2-TZVPD",
  "e_above_lowest_kcal_mol": 47.66,
  "multiplicity": 1,
  "largest_force_ev_per_a": 2.79,
  "e_lumo_ev": 0.4,
  "homo_energy_ev": -10.3,
  "smiles": "Cl[SiH](Cl)Br.C=O",
  "orbital_gap_ev": 10.77,
  "charge": 0,
  "elements": ["C", "O", "Si", "Cl", "Cl", "Br", "H", "H", "H"],
  "coordinates": [[1.241, 1.415, -1.833], [2.046, 0.930, -1.101], [-0.966, -1.177, 1.349], [-1.033, 0.785, 1.031], [-2.330, -2.278, 0.414], [-1.032, -1.486, 3.623], [1.369, 2.411, -2.139], [0.332, 0.796, -2.269], [0.374, -1.395, 0.926]]
}

=====

{
  "formula": "CH3BrClP",
  "method": "ωB97M-V/def2-TZVPD",
  "e_above_lowest_kcal_mol": 69.54,
  "multiplicity": 1,
  "largest_force_ev_per_a": 4.16,
  "e_lumo_ev": [-1.5, 0.0],
  "homo_energy_ev": [-8.9, -8.5],
  "orbital_gap_ev": [7.48, 8.49],
  "charge": 0,
  "elements": ["C", "P", "Cl", "Br", "H", "H", "H"],
  "coordinates": [[-0.022, 0.501, 0.099], [3.557, 0.879, -0.800], [3.338, 1.901, 0.966], [3.909, -1.129, -0.042], [0.198, 0.744, 1.186], [0.413, -0.373, -0.270], [-0.578, 1.360, -0.316]]
}